A structure of composition C13H17CoO3S3, computed with ωB97M-V/def2-TZVPD.

```
37
Properties=species:S:1:pos:R:3
Co -1.186 0.222 0.795
C 1.899 0.697 2.544
C 2.194 1.131 1.111
S 1.326 0.196 -0.170
C 2.053 -1.440 0.114
C 1.050 -2.588 0.185
S -0.436 -2.350 1.185
C 0.243 -2.125 2.852
C -0.290 -0.887 3.557
S 0.132 0.766 2.912
H 2.408 1.375 3.229
H 2.282 -0.300 2.749
H 3.267 1.072 0.923
H 1.894 2.168 0.956
H 2.641 -1.397 1.031
H 2.754 -1.646 -0.695
H 1.572 -3.482 0.531
H 0.651 -2.819 -0.804
H 1.332 -2.125 2.798
H -0.031 -2.978 3.473
H -0.023 -0.938 4.614
H -1.381 -0.867 3.495
O -1.368 1.598 -0.778
C -2.139 2.277 -0.041
O -2.253 2.018 1.185
C -2.918 3.398 -0.650
C -3.764 4.159 0.150
C -4.492 5.200 -0.405
C -4.377 5.479 -1.760
C -3.536 4.718 -2.561
C -2.806 3.678 -2.007
H -3.839 3.916 1.201
H -5.152 5.792 0.216
H -4.948 6.291 -2.194
H -3.452 4.935 -3.618
H -2.148 3.067 -2.610
O -2.574 -0.915 0.584
```

Calculated values
Calculated total energy = -90031.1536 eV
Orbital gap (spin up / spin down) = 8.56 / 8.66 eV
2S+1 = 5



A structure of composition C31H51BFeN11SbSe4 in a non-equilibrium geometry, computed with ωB97M-V/def2-TZVPD.

```
100
Properties=species:S:1:pos:R:3
Fe -12.945 0.846 14.137
C -13.567 3.995 9.659
C -13.980 3.028 10.704
C -15.168 2.307 10.807
C -15.069 1.658 12.053
N -13.897 1.877 12.591
N -13.197 2.740 11.758
B -11.943 3.495 12.302
N -10.774 2.473 12.701
N -11.004 1.480 13.599
C -9.853 1.096 14.107
C -8.797 1.766 13.451
C -9.431 2.729 12.654
C -8.884 3.890 11.970
C -9.621 0.042 15.186
C -8.133 -0.261 15.399
C -10.140 0.566 16.513
C -10.374 -1.223 14.740
N -12.305 4.352 13.515
N -11.332 4.585 14.394
C -11.753 5.338 15.382
C -13.072 5.738 15.064
C -13.399 5.085 13.902
C -14.696 5.236 13.162
C -10.855 5.582 16.543
C -11.048 4.462 17.526
C -9.451 5.699 16.074
C -11.234 7.015 17.138
C -16.243 1.015 12.767
C -17.582 1.326 12.054
C -16.324 1.569 14.173
C -16.042 -0.512 12.786
H -13.583 5.089 9.902
H -14.319 3.855 8.906
H -12.576 3.779 9.192
H -16.016 2.453 10.154
H -11.605 4.210 11.386
H -7.744 1.681 13.513
H -7.799 3.738 12.092
H -9.279 4.795 12.548
H -9.163 3.939 10.938
H -7.667 0.702 15.747
H -7.537 -0.613 14.556
H -8.070 -1.017 16.151
H -9.648 1.481 16.746
H -9.904 -0.080 17.396
H -11.190 0.866 16.486
H -9.931 -1.641 13.825
H -11.459 -1.032 14.452
H -10.413 -2.026 15.460
H -13.718 6.358 15.670
H -15.144 6.227 13.416
H -15.426 4.437 13.331
H -14.399 5.294 12.113
H -10.566 3.580 17.238
H -12.164 4.375 17.519
H -10.797 4.677 18.539
H -9.034 4.800 15.573
H -8.792 5.946 16.916
H -9.317 6.531 15.406
H -12.173 6.907 17.755
H -11.361 7.713 16.325
H -10.428 7.432 17.804
H -17.714 2.404 12.053
H -18.394 0.775 12.600
H -17.513 0.955 11.027
H -16.194 2.640 14.256
H -15.601 1.110 14.903
H -17.395 1.437 14.508
H -16.025 -0.862 11.774
H -16.720 -1.153 13.342
H -15.116 -0.900 13.160
N -13.736 -2.143 18.963
C -12.727 -1.395 19.495
C -11.435 -2.036 19.504
N -10.403 -1.458 20.069
C -10.614 -0.249 20.703
C -11.801 0.339 20.558
N -12.901 -0.148 19.891
H -13.453 -2.842 18.319
H -14.621 -1.751 18.632
H -11.319 -3.002 18.984
H -9.830 0.130 21.318
H -12.057 1.288 20.920
Se -12.662 -4.732 16.418
Sb -13.860 -3.080 15.035
Se -13.719 -0.695 16.013
Se -12.910 -2.955 12.634
Se -16.279 -3.357 15.310
C -16.274 3.218 17.031
N -14.875 2.817 17.263
C -14.780 1.881 18.331
C -13.973 2.609 16.351
N -13.170 2.414 15.596
H -16.670 3.498 18.004
H -16.735 2.336 16.612
H -16.395 3.908 16.219
H -14.846 2.291 19.359
H -13.839 1.409 18.320
H -15.578 1.096 18.177
```

Calculated values
Net charge = -2
Calculated total energy = -352357.7276 eV
Orbital gap (spin up / spin down) = 4.99 / 4.99 eV
2S+1 = 5



An isolated molecule of C3H3NO in a non-equilibrium geometry, computed with ωB97M-V/def2-TZVPD.

```
8
Properties=species:S:1:pos:R:3
O 1.920 0.741 -0.199
C 0.961 0.256 0.339
C -0.416 0.331 -0.344
C -1.132 -1.896 0.330
N -1.250 -0.747 0.076
H 1.017 -0.216 1.348
H -0.257 0.218 -1.419
H -0.844 1.312 -0.131
```

Calculated values
Calculated total energy = -6695.0195 eV
Orbital gap = 11.23 eV